DFT (the ωB97M-V functional and the def2-TZVPD basis) results for a molecular structure, C2H3EuFO in a non-equilibrium geometry.

**HOMO level (spin up / spin down)**: -7.39 / -7.45 eV
**Kohn-Sham gap (spin up / spin down)**: 6.31 / 6.42 eV
**Maximum force**: 0.021 Eh/bohr
**E_tot**: -963.4304 hartree

```
! wB97M-V def2-TZVPD RIJCOSX def2/J DEFGRID3
* xyz 0 8
Eu 0.641 1.545 -0.721
O -1.013 -0.022 -0.914
C -1.676 -1.028 -0.383
C -1.285 -1.827 0.627
H -2.695 -1.146 -0.787
H -1.817 -2.761 0.812
F 1.671 2.486 0.828
H -0.559 -1.483 1.385
*
```

DFT (the ωB97M-V functional and the def2-TZVPD basis) results for a molecular structure, C2H3F in a non-equilibrium geometry.

**HOMO level**: -10.01 eV
**Kohn-Sham gap**: 11.26 eV
**Maximum force**: 0.102 Eh/bohr
**Energy relative to the best compared isomer or geometry (same formula, charge and spin)**: 144.2 kJ/mol
**E_tot**: -177.7810 hartree

```
! wB97M-V def2-TZVPD RIJCOSX def2/J DEFGRID3
* xyz 0 1
C 0.343 -0.440 -0.434
C -0.262 0.383 0.397
F -1.561 0.554 0.450
H 1.407 -0.418 -0.790
H -0.230 -1.112 -1.145
H 0.304 1.032 1.522
*
```

DFT (the ωB97M-V functional and the def2-TZVPD basis) results for 2 unconnected molecules or ions with the total composition C2H3F2N in a non-equilibrium geometry.

**HOMO level (spin up / spin down)**: -9.94 / -9.11 eV
**Kohn-Sham gap (spin up / spin down)**: 9.73 / 8.31 eV
**Maximum force**: 0.103 Eh/bohr
**Energy relative to the best compared isomer or geometry (same formula, charge and spin)**: 329.1 kJ/mol
**E_tot**: -332.3325 hartree

```
! wB97M-V def2-TZVPD RIJCOSX def2/J DEFGRID3
* xyz 0 1
C 1.428 0.132 0.076
C -1.385 -0.249 -0.007
N 0.850 -0.953 0.019
F 2.715 0.332 -0.326
F -1.124 1.034 -0.163
H 0.791 0.971 0.360
H -1.595 -0.739 -0.845
H -1.680 -0.528 0.886
*
```

DFT (the ωB97M-V functional and the def2-TZVPD basis) results for a single C2H3F2NS molecule in a non-equilibrium geometry.

**HOMO level**: -9.44 eV
**SMILES**: FC(F)/C=N\S
**Kohn-Sham gap**: 9.91 eV
**Maximum force**: 0.021 Eh/bohr
**Energy relative to the best compared isomer or geometry (same formula, charge and spin)**: 112.3 kJ/mol
**E_tot**: -730.6392 hartree

```
! wB97M-V def2-TZVPD RIJCOSX def2/J DEFGRID3
* xyz 0 1
F 0.646 -1.301 0.975
C 0.089 -1.351 -0.270
F -1.264 -1.181 -0.089
C 0.631 -0.228 -1.096
N 0.536 1.009 -0.883
S -0.207 1.692 0.495
H 0.233 -2.350 -0.648
H 1.146 -0.537 -2.006
H -0.580 0.558 1.135
*
```

DFT (the ωB97M-V functional and the def2-TZVPD basis) results for a molecular structure, C2H3F2O2Si in a non-equilibrium geometry.

**HOMO level**: -4.96 eV
**Kohn-Sham gap**: 9.26 eV
**Maximum force**: 0.070 Eh/bohr
**Energy relative to the best compared isomer or geometry (same formula, charge and spin)**: 0.0 kJ/mol
**E_tot**: -717.9216 hartree

```
! wB97M-V def2-TZVPD RIJCOSX def2/J DEFGRID3
* xyz -1 1
C -0.723 -0.111 -1.127
C 0.034 -0.955 -0.227
O -1.367 -0.272 -2.146
O -0.631 1.123 -0.524
F 0.728 2.251 1.129
F 1.868 0.364 0.478
Si 0.331 0.589 0.856
H 0.800 -1.636 -0.692
H -0.645 -1.696 0.191
H -0.396 0.344 2.061
*
```

DFT (the ωB97M-V functional and the def2-TZVPD basis) results for 2 unconnected molecules or ions with the total composition C2H3F2OP in a non-equilibrium geometry.

**HOMO level**: -8.51 eV
**Kohn-Sham gap**: 9.31 eV
**Maximum force**: 0.088 Eh/bohr
**Energy relative to the best compared isomer or geometry (same formula, charge and spin)**: 560.8 kJ/mol
**E_tot**: -694.1983 hartree

```
! wB97M-V def2-TZVPD RIJCOSX def2/J DEFGRID3
* xyz 0 1
C 1.496 0.083 -0.425
C -0.490 0.975 -0.965
O 1.477 -0.985 0.081
F -0.579 0.928 -2.322
F -0.450 2.199 -0.554
P -1.785 -0.094 -0.123
H 2.385 0.623 -0.583
H -1.414 -0.960 -1.068
H -1.111 -0.786 0.810
*
```

DFT (the ωB97M-V functional and the def2-TZVPD basis) results for a molecular structure, C2H3F3N4 in a non-equilibrium geometry.

**HOMO level (spin up / spin down)**: -7.25 / -11.11 eV
**Kohn-Sham gap (spin up / spin down)**: 7.96 / 7.23 eV
**Maximum force**: 0.118 Eh/bohr
**E_tot**: -596.1987 hartree

```
! wB97M-V def2-TZVPD RIJCOSX def2/J DEFGRID3
* xyz 0 3
C 0.797 0.974 -0.850
C 0.204 0.081 0.048
N 1.295 1.691 -1.586
N -1.263 -0.672 -0.922
N -0.592 0.781 1.029
N 1.096 -0.924 0.572
F 0.130 1.827 1.532
F 1.277 -1.803 -0.468
F 0.445 -1.580 1.638
H -1.638 0.223 -0.884
H -0.907 -0.776 -1.836
H -0.845 0.177 1.727
*
```

DFT (the ωB97M-V functional and the def2-TZVPD basis) results for a molecular structure, C2H3F3NO3S in a non-equilibrium geometry.

**HOMO level**: -5.61 eV
**Kohn-Sham gap**: 9.44 eV
**Maximum force**: 0.090 Eh/bohr
**Energy relative to the best compared isomer or geometry (same formula, charge and spin)**: 46.5 kJ/mol
**E_tot**: -1056.3356 hartree

```
! wB97M-V def2-TZVPD RIJCOSX def2/J DEFGRID3
* xyz -1 1
C -0.138 0.815 -1.254
C -1.076 -0.802 0.089
N -0.443 0.326 0.105
O 1.945 1.492 1.011
O 0.935 -0.062 2.597
O 1.991 -0.991 0.601
F -0.973 -1.593 -1.076
F -0.839 -1.665 1.117
F -2.463 -0.653 0.053
S 1.437 0.197 1.254
H 0.779 0.413 -1.568
H -1.061 0.618 -1.787
H -0.093 1.904 -1.141
*
```

DFT (the ωB97M-V functional and the def2-TZVPD basis) results for a single C2H3F3Si molecule in a non-equilibrium geometry.

**HOMO level**: -10.03 eV
**SMILES**: FC(F)=C(F)[SiH3]
**Kohn-Sham gap**: 10.84 eV
**Maximum force**: 0.055 Eh/bohr
**Energy relative to the best compared isomer or geometry (same formula, charge and spin)**: 658.6 kJ/mol
**E_tot**: -667.0215 hartree

```
! wB97M-V def2-TZVPD RIJCOSX def2/J DEFGRID3
* xyz 0 1
F -1.317 -1.119 -1.307
C -1.471 -0.220 -0.305
F -2.753 0.041 -0.083
C -0.433 0.297 0.296
F -0.749 1.207 1.343
Si 1.429 -0.075 -0.021
H 1.905 -0.113 -1.425
H 1.622 -1.225 0.779
H 1.766 1.207 0.722
*
```

DFT (the ωB97M-V functional and the def2-TZVPD basis) results for a molecular structure, C2H3F4NO6PS3 in a non-equilibrium geometry.

**HOMO level**: -6.00 eV
**Kohn-Sham gap**: 8.60 eV
**Maximum force**: 0.132 Eh/bohr
**E_tot**: -2519.6354 hartree

```
! wB97M-V def2-TZVPD RIJCOSX def2/J DEFGRID3
* xyz -1 1
O 0.463 1.608 -1.571
S -0.290 0.838 -0.507
O -0.093 1.568 0.786
N 0.055 -0.821 -0.471
S 1.687 -1.129 -0.109
O 2.673 -0.334 -0.918
O 1.937 -2.585 -0.446
P 2.096 -0.986 2.020
O 0.813 -0.323 2.902
O 2.313 -2.574 2.614
S 3.728 0.075 2.226
C -2.132 0.935 -0.921
F -2.636 -0.386 -0.910
F -2.857 1.647 0.022
C -2.310 1.464 -2.413
F -3.691 1.334 -2.706
F -1.650 0.568 -3.263
H -0.005 -0.842 2.764
H 1.828 -2.568 3.464
H -1.930 2.512 -2.564
*
```

DFT (the ωB97M-V functional and the def2-TZVPD basis) results for 2 unconnected molecules or ions with the total composition C2H3F4NOS in a non-equilibrium geometry.

**HOMO level**: -11.37 eV
**Kohn-Sham gap**: 10.56 eV
**Maximum force**: 0.085 Eh/bohr
**Energy relative to the best compared isomer or geometry (same formula, charge and spin)**: 91.4 kJ/mol
**E_tot**: -1005.6061 hartree

```
! wB97M-V def2-TZVPD RIJCOSX def2/J DEFGRID3
* xyz 0 1
C -1.024 -0.334 -0.038
C -2.226 0.693 0.286
N 4.229 -0.639 0.031
O 1.884 0.247 -0.513
F -0.877 -0.924 1.165
F -1.569 -1.236 -0.870
F -2.534 1.307 -0.855
F -1.856 1.607 1.215
S 3.281 0.486 -0.130
H -0.234 0.179 -0.592
H 4.108 -1.593 -0.187
H -3.182 0.209 0.487
*
```

DFT (the ωB97M-V functional and the def2-TZVPD basis) results for a molecular structure, C2H3FIrO in a non-equilibrium geometry.

**HOMO level (spin up / spin down)**: -14.07 / -16.41 eV
**Kohn-Sham gap (spin up / spin down)**: 7.44 / 8.44 eV
**Maximum force**: 0.052 Eh/bohr
**E_tot**: -356.9255 hartree

```
! wB97M-V def2-TZVPD RIJCOSX def2/J DEFGRID3
* xyz 1 5
C 0.776 0.084 -0.146
C -0.167 0.573 0.727
H 1.465 -0.734 0.089
F 1.191 0.874 -1.147
H -0.272 0.036 1.675
H -0.533 1.597 0.604
O -0.766 -1.727 -1.442
Ir -1.694 -0.704 -0.361
*
```

DFT (the ωB97M-V functional and the def2-TZVPD basis) results for a molecular structure, C2H3FIrO in a non-equilibrium geometry.

**HOMO level (spin up / spin down)**: -21.05 / -23.32 eV
**Kohn-Sham gap (spin up / spin down)**: 8.25 / 7.68 eV
**Maximum force**: 0.084 Eh/bohr
**E_tot**: -356.3379 hartree

```
! wB97M-V def2-TZVPD RIJCOSX def2/J DEFGRID3
* xyz 2 6
C -0.678 0.337 0.300
C -0.326 -0.793 -0.395
H -0.847 0.342 1.381
F -1.317 1.312 -0.348
H -0.077 -1.687 0.182
H -0.454 -0.829 -1.482
O 1.733 1.372 0.723
Ir 1.965 -0.054 -0.359
*
```

DFT (the ωB97M-V functional and the def2-TZVPD basis) results for a molecular structure, C2H3FLiORu in a non-equilibrium geometry.

**HOMO level (spin up / spin down)**: -23.46 / -25.57 eV
**Kohn-Sham gap (spin up / spin down)**: 8.65 / 3.84 eV
**Maximum force**: 0.108 Eh/bohr
**Energy relative to the best compared isomer or geometry (same formula, charge and spin)**: 0.0 kJ/mol
**E_tot**: -353.8951 hartree

```
! wB97M-V def2-TZVPD RIJCOSX def2/J DEFGRID3
* xyz 3 7
O 0.214 -0.523 1.151
C -0.564 -0.389 0.060
C 0.034 0.313 -1.071
Li 1.110 1.204 1.205
H -1.632 -0.605 0.136
F 0.537 1.614 -0.584
H 0.928 -0.150 -1.510
Ru 0.218 -1.846 2.381
H -0.845 0.382 -1.767
*
```

DFT (the ωB97M-V functional and the def2-TZVPD basis) results for 2 unconnected molecules or ions with the total composition C2H3FN in a non-equilibrium geometry.

**HOMO level (spin up / spin down)**: -19.53 / -19.53 eV
**Kohn-Sham gap (spin up / spin down)**: 7.21 / 7.22 eV
**Maximum force**: 0.102 Eh/bohr
**Energy relative to the best compared isomer or geometry (same formula, charge and spin)**: 618.7 kJ/mol
**E_tot**: -232.0357 hartree

```
! wB97M-V def2-TZVPD RIJCOSX def2/J DEFGRID3
* xyz 1 1
C -0.347 -0.014 0.089
C 1.044 -0.001 0.012
N -1.466 0.117 -0.124
F -3.467 -0.085 0.025
H 1.368 -0.484 -0.922
H 1.440 -0.561 0.877
H 1.428 1.027 0.043
*
```

DFT (the ωB97M-V functional and the def2-TZVPD basis) results for 2 unconnected molecules or ions with the total composition C2H3FN in a non-equilibrium geometry.

**HOMO level (spin up / spin down)**: -17.43 / -17.45 eV
**Kohn-Sham gap (spin up / spin down)**: 7.56 / 7.56 eV
**Maximum force**: 0.086 Eh/bohr
**Energy relative to the best compared isomer or geometry (same formula, charge and spin)**: 794.2 kJ/mol
**E_tot**: -231.9689 hartree

```
! wB97M-V def2-TZVPD RIJCOSX def2/J DEFGRID3
* xyz 1 1
C -0.336 -0.009 0.036
C -1.219 -0.716 -0.322
N 0.877 0.694 0.144
F -2.689 -2.603 -0.484
H 0.908 1.274 -0.722
H 1.683 0.138 0.259
H 0.776 1.222 1.090
*
```

DFT (the ωB97M-V functional and the def2-TZVPD basis) results for a single C2H3FNP molecule in a non-equilibrium geometry.

**HOMO level**: -8.40 eV
**SMILES**: [H]/N=C1/CP1F
**Kohn-Sham gap**: 8.67 eV
**Maximum force**: 0.064 Eh/bohr
**Energy relative to the best compared isomer or geometry (same formula, charge and spin)**: 68.4 kJ/mol
**E_tot**: -573.9069 hartree

```
! wB97M-V def2-TZVPD RIJCOSX def2/J DEFGRID3
* xyz 0 1
H -1.464 1.871 1.103
N -1.319 1.049 0.467
C -0.282 0.475 0.151
C 0.243 -0.368 -0.914
P 1.508 -0.087 0.450
F 1.215 -1.513 1.288
H -0.018 -1.536 -0.626
H 0.117 0.109 -1.919
*
```

DFT (the ωB97M-V functional and the def2-TZVPD basis) results for a single C2H3FNP molecule in a non-equilibrium geometry.

**HOMO level (spin up / spin down)**: -9.86 / -9.39 eV
**SMILES**: [H]/N=C1/CP1F
**Kohn-Sham gap (spin up / spin down)**: 8.84 / 8.45 eV
**Maximum force**: 0.187 Eh/bohr
**Energy relative to the best compared isomer or geometry (same formula, charge and spin)**: 226.3 kJ/mol
**E_tot**: -573.8468 hartree

```
! wB97M-V def2-TZVPD RIJCOSX def2/J DEFGRID3
* xyz 0 1
H -0.934 2.189 -0.401
N -1.417 1.352 0.004
C -0.219 0.322 -0.286
C -0.136 -1.086 0.011
P 1.417 -0.152 -0.622
F 2.065 0.451 0.811
H -0.397 -1.153 1.048
H -0.380 -1.923 -0.565
*
```

DFT (the ωB97M-V functional and the def2-TZVPD basis) results for 2 unconnected molecules or ions with the total composition C2H3FO in a non-equilibrium geometry.

**HOMO level**: -12.16 eV
**Kohn-Sham gap**: 13.27 eV
**Maximum force**: 0.061 Eh/bohr
**Energy relative to the best compared isomer or geometry (same formula, charge and spin)**: 129.9 kJ/mol
**E_tot**: -253.0778 hartree

```
! wB97M-V def2-TZVPD RIJCOSX def2/J DEFGRID3
* xyz 0 1
C -1.573 -1.525 -2.175
C 0.469 0.593 0.842
O -0.472 -1.190 -2.127
F -0.802 0.205 1.154
H 1.106 -0.238 0.679
H 0.447 1.033 -0.079
H 0.826 1.122 1.706
*
```

DFT (the ωB97M-V functional and the def2-TZVPD basis) results for a single C2H3FO2 molecule in a non-equilibrium geometry.

**HOMO level**: -10.94 eV
**SMILES**: O=C(O)CF
**Kohn-Sham gap**: 11.25 eV
**Maximum force**: 0.056 Eh/bohr
**Energy relative to the best compared isomer or geometry (same formula, charge and spin)**: 61.8 kJ/mol
**E_tot**: -328.3315 hartree

```
! wB97M-V def2-TZVPD RIJCOSX def2/J DEFGRID3
* xyz 0 1
O -0.649 1.672 -0.084
C -0.469 0.508 -0.217
O -1.495 -0.366 -0.218
C 0.892 -0.286 -0.071
F 2.001 0.539 -0.149
H -2.061 -0.168 0.627
H 0.760 -1.080 -0.806
H 1.022 -0.819 0.917
*
```